ORCA calculation (ωB97M-V/def2-TZVPD) on a cluster of 2 separate species, C4H4BrF6N in total.

CARTESIAN COORDINATES (ANGSTROEM)
C1 -2.806688 1.248798 -0.361258
C2 0.806595 -0.494948 0.539580
C3 1.836424 0.611176 0.864356
C4 0.905342 -1.400849 -0.713363
N1 -1.742450 0.537213 -0.455753
F1 1.706070 1.002380 2.149678
F2 1.514155 1.727139 0.140328
F3 3.031019 0.311529 0.544250
F4 -0.073699 -2.271808 -0.773631
F5 0.912345 -0.804820 -1.859625
F6 2.030994 -2.212301 -0.719521
Br1 0.501864 -1.594338 2.104741
H1 -2.845779 2.330880 0.001892
H2 -3.677200 1.059805 -0.986139
H3 -1.941029 -0.242094 -0.992349
H4 -0.157964 0.192238 0.516815

Atoms 1-3, force components in eV/Å:
1.0 1.6 -1.4
-2.0 1.7 0.9
-2.7 0.6 -0.5

Calculated values
- Structure (SMILES): FC(F)(F)C(Br)C(F)(F)F.C=N
- HOMO level: -10.3 eV
- Charge: 0
- Energy above the lowest of the compared OMol25 structures with the same formula, charge and spin: 41.88 kJ/mol
- E: -3382.7520 hartree
- Kohn-Sham gap: 10.85 eV